1.
{
  "formula": "C4H8P2",
  "method": "wB97M-V/def2-TZVPD",
  "relative_energy_kcal_mol": 47.5,
  "molar_mass_g_mol": 118.06,
  "homo_lumo_gap_ev": 9.37,
  "spin_multiplicity": 1,
  "homo_energy_ev": -8.569,
  "smiles": "C=C(C)C1[PH]#[PH]1",
  "species": ["C", "C", "C", "C", "P", "P", "H", "H", "H", "H", "H", "H", "H", "H"],
  "coordinates": [[-1.24316, -1.37357, -0.15557], [-0.18910, -0.45152, 0.15569], [0.66080, -1.04744, 1.30446], [0.47921, 0.82705, -0.40394], [0.21427, 1.44771, -2.10491], [-0.55240, 2.39694, -0.28628], [-1.29424, -2.12010, 0.51530], [-1.71633, -1.26596, -1.06456], [1.78116, -1.03205, 1.03553], [0.44510, -0.39145, 2.23509], [0.36095, -2.03763, 1.58129], [1.44978, 1.05231, -0.14898], [1.40806, 2.10222, -2.14191], [-1.80410, 1.89349, -0.52121]],
  "forces_ev_per_angstrom": [[4.850, 6.461, -0.637], [-0.274, -3.614, 0.065], [0.665, 2.693, 0.898], [-4.294, -1.550, -0.429], [-1.388, -0.639, -0.468], [1.449, 0.875, -0.042], [-0.703, -2.666, 1.634], [-1.667, -0.049, -1.500], [-1.695, 0.041, 0.590], [0.920, -0.902, -1.213], [-0.050, -0.534, -0.072], [1.962, -0.059, 1.268], [1.059, 0.743, -0.070], [-0.833, -0.800, -0.025]],
  "mulliken_charge": [-1.008, 0.718, -1.255, -0.373, -0.135, -0.091, 0.313, 0.339, 0.281, 0.235, 0.383, 0.529, 0.019, 0.045]
}

***

2.
{
  "formula": "C14H24BN4OsS4",
  "method": "wB97M-V/def2-TZVPD",
  "molar_mass_g_mol": 577.68,
  "homo_lumo_gap_ev": [8.56, 3.75],
  "spin_multiplicity": 5,
  "homo_energy_ev": [-17.593, -17.616],
  "total_charge": 3,
  "species": ["Os", "C", "C", "S", "C", "C", "S", "C", "C", "S", "C", "C", "S", "H", "H", "H", "H", "H", "H", "H", "H", "H", "H", "H", "H", "H", "H", "H", "H", "B", "N", "C", "C", "C", "N", "N", "C", "C", "C", "N", "H", "H", "H", "H", "H", "H", "H", "H"],
  "coordinates": [[0.17542, 0.63084, -0.33679], [-2.78373, -0.69791, -0.87245], [-2.56080, -1.46879, 0.41814], [-1.49497, -0.54727, 1.59975], [-0.45690, -1.88007, 2.32995], [1.02632, -1.71700, 2.03986], [1.17161, -1.49519, 0.23224], [2.76427, -2.21365, -0.31720], [2.50950, -3.38469, -1.28090], [1.55242, -2.87654, -2.73151], [-0.16583, -3.18165, -2.23552], [-1.11362, -2.11301, -2.78195], [-1.31064, -0.48754, -1.93787], [-3.11093, 0.32197, -0.65800], [-3.55611, -1.16965, -1.48146], [-2.13261, -2.45551, 0.24574], [-3.52605, -1.59551, 0.91017], [-0.82888, -2.82862, 1.94650], [-0.63199, -1.85611, 3.40514], [1.56683, -2.62182, 2.31968], [1.46077, -0.85474, 2.54311], [3.29256, -2.57520, 0.56423], [3.35123, -1.43121, -0.79408], [1.99838, -4.21841, -0.79762], [3.46708, -3.73463, -1.67851], [-0.20154, -3.30895, -1.15884], [-0.43457, -4.14002, -2.70582], [-2.12765, -2.50824, -2.83639], [-0.81732, -1.83676, -3.79558], [-0.68670, 3.27531, 1.55772], [0.77029, 2.78034, 1.63997], [1.74936, 3.31680, 2.35722], [2.92220, 2.56816, 2.18708], [2.56967, 1.56726, 1.31720], [1.25643, 1.69930, 0.98404], [-1.10503, 3.29682, 0.07954], [-1.77664, 4.24833, -0.55790], [-1.85826, 3.93336, -1.92108], [-1.18264, 2.74502, -2.04746], [-0.73328, 2.35401, -0.82002], [-1.42070, 2.57445, 2.21393], [-0.76511, 4.37179, 2.01788], [1.58308, 4.19580, 2.95925], [3.88818, 2.74917, 2.62622], [3.19349, 0.78056, 0.92453], [-2.16931, 5.10199, -0.02839], [-2.32331, 4.51085, -2.70157], [-0.99398, 2.17657, -2.94217]],
  "forces_ev_per_angstrom": [[0.232, 0.444, 0.305], [0.065, -0.045, 0.083], [0.062, 0.057, 0.140], [0.194, 0.168, -0.425], [-0.173, 0.089, -0.031], [0.088, 0.102, -0.102], [-0.030, -0.431, 0.431], [-0.272, 0.480, -0.122], [0.072, -0.105, -0.177], [-0.206, -0.154, 0.358], [0.076, 0.146, -0.060], [0.299, 0.261, 0.070], [-0.280, 0.145, -0.013], [-0.008, 0.026, -0.123], [-0.007, 0.019, -0.004], [0.003, -0.006, -0.006], [-0.003, -0.060, -0.012], [-0.010, -0.018, 0.040], [0.024, 0.025, 0.007], [0.029, 0.027, 0.011], [0.023, -0.021, 0.015], [0.052, -0.042, -0.036], [0.094, -0.047, 0.048], [-0.062, 0.027, -0.028], [-0.014, 0.017, -0.020], [0.011, -0.060, 0.030], [0.129, -0.026, -0.065], [0.009, -0.070, -0.018], [-0.145, -0.024, -0.039], [-0.852, -0.128, 1.054], [0.682, 0.558, 0.100], [-0.107, -0.054, -0.053], [0.021, -0.322, -0.243], [0.495, 0.244, 0.477], [-0.535, -0.741, -0.428], [-0.040, 0.737, -0.531], [0.107, -0.145, 0.184], [0.219, -0.382, -0.246], [-0.476, 0.662, -0.303], [-0.012, -1.056, 0.174], [0.140, -0.355, -0.270], [0.210, 0.105, -0.206], [-0.101, 0.012, -0.026], [-0.018, 0.019, 0.017], [-0.119, -0.009, -0.129], [0.070, -0.005, 0.079], [-0.011, 0.008, 0.022], [0.076, -0.070, 0.073]],
  "mulliken_charge": [0.452, -0.946, -0.446, 0.137, -0.854, -0.647, -0.200, -0.830, -0.706, 0.375, -0.498, -0.848, 0.068, 0.329, 0.656, 0.249, 0.477, 0.429, 0.517, 0.576, 0.375, 0.595, 0.420, 0.403, 0.524, 0.200, 0.551, 0.472, 0.542, -0.034, 0.102, -0.113, -0.952, -0.114, 0.000, 0.146, -0.095, -0.932, -0.148, -0.012, -0.020, -0.049, 0.480, 0.454, 0.442, 0.491, 0.453, 0.527]
}

***

3.
{
  "formula": "C4H7NO",
  "method": "wB97M-V/def2-TZVPD",
  "relative_energy_kcal_mol": 93.2,
  "molar_mass_g_mol": 85.11,
  "homo_lumo_gap_ev": 9.72,
  "spin_multiplicity": 1,
  "homo_energy_ev": -8.736,
  "smiles": "O[C@]12CC[C@H]1N2",
  "species": ["O", "C", "C", "C", "C", "N", "H", "H", "H", "H", "H", "H", "H"],
  "coordinates": [[-1.87234, -0.39108, 0.84344], [-0.65526, 0.18245, 0.54764], [-0.34778, 1.00191, -0.68423], [0.88438, 0.07890, -0.93203], [0.52142, -0.75141, 0.28281], [0.43922, 0.19640, 1.45450], [-1.33768, -1.12526, 0.38563], [-1.13575, 0.89177, -1.43470], [-0.13876, 2.05400, -0.49208], [0.81664, -0.46903, -1.87696], [1.85170, 0.56341, -0.82874], [0.80715, -1.78608, 0.51245], [0.12688, -0.36927, 2.24627]],
  "forces_ev_per_angstrom": [[0.604, -1.148, -0.551], [1.105, -0.164, -0.448], [0.061, 0.254, -0.106], [0.435, 0.236, -0.166], [0.529, 0.387, 0.075], [0.350, 0.415, 0.508], [-3.115, -0.680, 0.876], [0.215, 0.025, 0.094], [-0.034, -0.036, -0.049], [0.065, 0.084, 0.215], [0.127, 0.133, -0.250], [-0.547, 0.407, -0.163], [0.204, 0.088, -0.035]],
  "mulliken_charge": [-0.585, 0.507, -0.611, -0.532, -0.516, -0.663, 0.458, 0.258, 0.275, 0.279, 0.283, 0.533, 0.313]
}

***

4.
{
  "formula": "CH2NO4S3",
  "method": "wB97M-V/def2-TZVPD",
  "relative_energy_kcal_mol": 56.8,
  "molar_mass_g_mol": 188.23,
  "homo_lumo_gap_ev": 2.81,
  "spin_multiplicity": 1,
  "homo_energy_ev": -3.187,
  "total_charge": -1,
  "species": ["S", "C", "N", "S", "H", "H", "O", "S", "O", "O", "O"],
  "coordinates": [[3.53588, -0.14594, -2.08434], [2.32352, 1.02831, -1.68506], [1.24283, 1.57402, -0.98044], [-0.22890, 0.73281, -1.52842], [-0.14685, 0.85206, -2.94856], [-0.08198, -0.66949, -1.31050], [-0.55114, 0.43503, 2.68867], [-1.32894, -0.67439, 2.10749], [-2.53267, -0.13757, 1.44709], [-1.72961, -1.60678, 3.17675], [-0.50213, -1.38807, 1.11733]],
  "forces_ev_per_angstrom": [[-3.921, 3.979, 0.885], [-1.414, -1.485, 3.392], [5.285, -2.950, -4.726], [-0.716, -0.649, 0.156], [0.292, -0.517, 1.616], [0.090, 1.216, -0.116], [0.466, 0.465, -0.317], [-0.984, 0.027, 1.785], [-0.319, 0.335, -0.664], [0.048, -0.130, -0.248], [1.173, -0.291, -1.762]],
  "mulliken_charge": [-0.090, 0.222, -0.191, 0.014, 0.246, 0.321, -0.666, 1.222, -0.687, -0.714, -0.677]
}

***

Max |F|: 8.10, 1.36, 3.31, 7.68 (eV/Å)